1.
Entry from the OMol25 dataset: a cluster of 15 separate species, C20H15B3Cl56NO5P in total at a distorted geometry (ωB97M-V/def2-TZVPD).

The geometry in XYZ format:
```
101
Properties=species:S:1:pos:R:3
P -0.4154 -1.7096 -1.6865
Cl -10.5851 4.1463 -2.5243
O 3.0138 0.7049 -0.1545
Cl -1.3957 7.5501 -1.8115
Cl -6.6625 -5.4427 -1.0254
C -4.1960 -1.3423 0.3686
Cl -1.0668 -2.4967 9.7065
Cl 2.6513 13.5279 -2.1103
O 1.8169 0.0209 -2.0711
Cl -8.2384 -0.7401 12.3702
H 6.2401 0.2332 -0.6886
O 5.2648 -1.6054 -0.7457
Cl 5.5803 6.6001 0.7207
Cl -0.8790 -5.6762 -4.4782
Cl -6.5839 -1.3936 -5.3155
H -0.2126 -2.8207 -2.5341
Cl 4.9788 -6.3392 1.3622
Cl 5.1906 12.1966 -1.7860
C 3.5043 11.9911 -2.2722
C 3.2986 -6.8046 1.6455
Cl -8.6482 2.3768 -1.3279
B 2.6857 0.9480 -1.4856
Cl 5.7257 3.6270 5.7913
C -6.8648 -0.7414 11.2596
Cl -0.1936 -4.5149 4.2660
Cl -2.5462 -12.5761 -5.3106
Cl -3.7790 -3.4427 9.4465
C -2.6262 -5.4520 -4.3343
Cl 0.1126 -1.7828 5.1191
Cl -4.2952 -0.3793 -3.8680
H -1.6295 -0.8408 -3.2784
Cl -7.1338 -4.9732 -3.8251
Cl -5.4512 -0.3664 -0.3888
Cl -9.0365 -6.5038 -2.2816
Cl 2.7387 10.7752 -1.2493
Cl -1.3562 -10.7040 -3.4648
Cl -3.7720 -2.6782 -0.7145
Cl 5.0033 5.4151 3.6481
Cl -3.4025 -6.9940 -3.9879
Cl 2.6992 -7.7150 0.2549
C 6.1610 -0.6607 -1.3180
Cl -3.2614 -4.7820 -5.8383
Cl -8.9386 5.0711 -0.3437
Cl -6.4431 -7.6101 -2.9104
Cl -5.4171 1.1370 -6.0516
Cl -7.1295 -1.9462 9.9965
O 2.1255 -1.4738 -0.2281
C 6.2560 4.3315 4.2640
Cl 2.3086 -5.3627 1.8764
C 0.3046 7.4759 -1.3376
Cl -6.7028 0.8559 10.5210
C -7.3262 -6.1342 -2.5091
Cl 3.2079 -7.8143 3.0939
Cl -2.3773 -2.4120 7.1417
H 5.7448 -0.3335 -2.2810
N -1.2961 -0.5782 -2.3593
Cl 0.7518 5.8225 -0.9320
Cl -4.7808 -2.0225 1.8962
C 7.5390 -1.2934 -1.5432
Cl 7.5538 8.2293 -0.6118
C 3.2761 2.1131 -2.3522
Cl 3.4400 11.4531 -3.9558
H 2.9654 4.3126 -2.3799
H 2.7890 2.1209 -3.3312
Cl 7.7472 5.2411 4.5134
Cl -3.2097 -0.6223 9.2429
B 3.2156 -0.6543 0.0648
H 8.3437 -0.5933 -1.3097
B 1.3596 -0.9956 -1.2757
Cl -1.9922 -2.4965 3.2781
H 4.3602 2.0109 -2.4771
C 3.5927 3.7280 -0.3677
C -8.9852 4.0524 -1.7841
Cl -5.3898 -1.1288 12.1482
C 3.0234 3.4647 -1.7014
Cl -7.7664 4.5989 -2.9372
Cl 0.7480 -2.5138 2.3920
H -0.9624 -2.1760 -0.4734
H 5.2111 -0.4442 1.0062
Cl 6.4304 5.9320 -1.9517
H 4.1021 2.9282 0.1621
H 4.5683 -2.0869 1.1238
H 3.7633 4.7614 -0.0767
C -2.6106 -2.2442 8.8827
C 6.0926 7.2642 -0.8349
C -0.3297 -2.8267 3.7688
Cl 4.8056 8.2728 -1.4931
C 4.6326 -1.2088 0.4738
C -2.5211 -10.8943 -4.7776
O 2.1751 3.4856 -0.5590
Cl 1.3092 8.0452 -2.6781
H 7.6553 -1.6225 -2.5785
Cl 6.5414 3.0448 3.0850
Cl -2.9792 -4.3302 -3.0108
Cl -2.7949 -0.3227 0.6605
Cl 0.5604 8.5160 0.0788
H 7.6362 -2.1752 -0.9041
Cl -6.8614 0.8841 -3.5665
Cl -2.0650 -9.8510 -6.1263
C -5.7827 0.0593 -4.6997
Cl -4.1305 -10.4389 -4.2007
```

Gap between HOMO and LUMO ... 8.30 eV

These are the Löwdin partial charges, in e, on atoms 1 to 99: number 1, P, carries 0.75; number 2, Cl, carries 0.53; number 3, O, carries 0.29; number 4, Cl, carries 0.53; number 5, Cl, carries 0.52; number 6, C, carries -2.01; number 7, Cl, carries 0.53; number 8, Cl, carries 0.53; number 9, O, carries 0.27; number 10, Cl, carries 0.52; number 11, H, carries 0.12; number 12, O, carries -0.14; number 13, Cl, carries 0.51; number 14, Cl, carries 0.53; number 15, Cl, carries 0.51; number 16, H, carries -0.01; number 17, Cl, carries 0.52; number 18, Cl, carries 0.52; number 19, C, carries -2.05; number 20, C, carries -2.06; number 21, Cl, carries 0.49; number 22, B, carries -0.50; number 23, Cl, carries 0.53; number 24, C, carries -2.06; number 25, Cl, carries 0.53; number 26, Cl, carries 0.53; number 27, Cl, carries 0.51; number 28, C, carries -2.03; number 29, Cl, carries 0.52; number 30, Cl, carries 0.53; number 31, H, carries -0.08; number 32, Cl, carries 0.51; number 33, Cl, carries 0.53; number 34, Cl, carries 0.53; number 35, Cl, carries 0.46; number 36, Cl, carries 0.52; number 37, Cl, carries 0.47; number 38, Cl, carries 0.50; number 39, Cl, carries 0.49; number 40, Cl, carries 0.52; number 41, C, carries -0.26; number 42, Cl, carries 0.54; number 43, Cl, carries 0.53; number 44, Cl, carries 0.49; number 45, Cl, carries 0.53; number 46, Cl, carries 0.51; number 47, O, carries 0.23; number 48, C, carries -2.06; number 49, Cl, carries 0.49; number 50, C, carries -2.03; number 51, Cl, carries 0.52; number 52, C, carries -2.05; number 53, Cl, carries 0.52; number 54, Cl, carries 0.50; number 55, H, carries 0.12; number 56, N, carries -0.33; number 57, Cl, carries 0.62; number 58, Cl, carries 0.51; number 59, C, carries -0.06; number 60, Cl, carries 0.54; number 61, C, carries 0.02; number 62, Cl, carries 0.52; number 63, H, carries 0.13; number 64, H, carries 0.12; number 65, Cl, carries 0.53; number 66, Cl, carries 0.51; number 67, B, carries -0.49; number 68, H, carries 0.07; number 69, B, carries -0.58; number 70, Cl, carries 0.50; number 71, H, carries 0.12; number 72, C, carries -0.09; number 73, C, carries -2.06; number 74, Cl, carries 0.51; number 75, C, carries -0.31; number 76, Cl, carries 0.52; number 77, Cl, carries 0.54; number 78, H, carries -0.06; number 79, H, carries 0.12; number 80, Cl, carries 0.53; number 81, H, carries 0.12; number 82, H, carries 0.12; number 83, H, carries 0.06; number 84, C, carries -2.05; number 85, C, carries -2.03; number 86, C, carries -2.02; number 87, Cl, carries 0.50; number 88, C, carries -0.06; number 89, C, carries -2.06; number 90, O, carries -0.13; number 91, Cl, carries 0.49; number 92, H, carries 0.07; number 93, Cl, carries 0.51; number 94, Cl, carries 0.47; number 95, Cl, carries 0.54; number 96, Cl, carries 0.50; number 97, H, carries 0.08; number 98, Cl, carries 0.48; number 99, Cl, carries 0.52

***

2.
Entry from the OMol25 dataset: a structure of composition C20H15BBrF4N5ORu (ωB97M-V/def2-TZVPD).

The geometry in XYZ format:
```
48
Properties=species:S:1:pos:R:3
C -0.6678 0.9887 -4.4564
H -0.8686 0.1265 3.5847
H 4.5455 2.4253 -1.4659
H 1.0731 -2.9694 -4.5607
F -1.8751 3.5125 -1.4347
C 1.5747 1.0019 3.6219
O -1.4502 -1.0549 -0.2450
C 1.2767 0.8052 2.2983
H -5.4257 -2.5084 1.1619
H 5.1501 2.8617 0.9092
H 2.9610 1.8105 5.0496
N 1.8762 1.0408 -0.0023
H -3.6851 -2.1788 -0.5644
H 0.9168 0.6485 4.4032
F -3.1234 1.6897 -0.8146
C -4.4946 -2.0187 1.4129
N -0.2171 -0.0702 -5.1079
C -4.2858 -1.5647 2.7170
N 0.7765 -2.1416 -5.0422
C 3.9075 2.1107 -0.6536
C -0.6150 1.1130 -3.0762
B -2.3416 2.7238 -0.4395
Br -5.6198 -1.8192 4.0202
C 4.2320 2.3482 0.6524
F -2.6070 3.3152 0.7299
Ru 0.0149 0.1556 -0.2499
C 0.3928 -0.9493 -2.9839
H 0.6262 -2.1863 -6.0353
C 0.3127 -1.0570 -4.3817
H -2.9439 -0.5912 4.0537
H -0.9908 1.9822 -2.5643
C 3.3682 1.9221 1.6863
C -0.9036 -0.1109 2.5252
C -2.3283 -1.1908 0.7525
H 2.4069 1.2574 -1.9649
H 4.5498 2.6282 3.3489
H 0.8145 -1.7458 -2.3811
H -1.1008 1.7847 -5.0493
C 3.6390 2.1221 3.0581
N -0.0734 0.1249 -2.3556
N 0.1132 0.1705 1.7842
C -3.5289 -1.8403 0.4501
C -2.1108 -0.7376 2.0709
C 2.7060 1.4485 -0.9420
C 2.1832 1.2639 1.3145
C -3.1109 -0.9385 3.0424
F -0.8853 1.8630 0.0020
C 2.7581 1.6674 3.9976
```

ΔE to the lowest compared entry with this formula, charge and spin ... 18.2 kJ/mol
Gap between HOMO and LUMO (spin up / spin down) ... 6.80 / 6.52 eV
Total charge ... +1
2S+1 ... 2

The computed Löwdin charges, all in e, follow: number 1, C, carries -0.07; number 2, H, carries 0.13; number 3, H, carries 0.12; number 4, H, carries 0.11; number 5, F, carries 0.19; number 6, C, carries 0.02; number 7, O, carries -0.20; number 8, C, carries -0.17; number 9, H, carries 0.11; number 10, H, carries 0.13; number 11, H, carries 0.12; number 12, N, carries -0.04; number 13, H, carries 0.13; number 14, H, carries 0.12; number 15, F, carries 0.20; number 16, C, carries -0.08; number 17, N, carries 0.15; number 18, C, carries -0.68; number 19, N, carries 0.15; number 20, C, carries -0.01; number 21, C, carries -0.08; number 22, B, carries -1.08; number 23, Br, carries 0.79; number 24, C, carries 0.03; number 25, F, carries 0.23; number 26, Ru, carries 1.48; number 27, C, carries -0.06; number 28, H, carries 0.11; number 29, C, carries -0.36; number 30, H, carries 0.12; number 31, H, carries 0.09; number 32, C, carries -0.13; number 33, C, carries -0.02; number 34, C, carries -0.29; number 35, H, carries 0.12; number 36, H, carries 0.13; number 37, H, carries 0.12; number 38, H, carries 0.13; number 39, C, carries 0.00; number 40, N, carries -0.09; number 41, N, carries -0.04; number 42, C, carries 0.02; number 43, C, carries -0.12; number 44, C, carries -0.08; number 45, C, carries -0.14; number 46, C, carries -0.06; number 47, F, carries -0.21; number 48, C, carries -0.03